i.
Formula: C18H23N5O3
Source: OMol25
Level of theory: ωB97M-V/def2-TZVPD

## Properties
lowest unoccupied orbital energy	0.6	eV
M	357.41	g/mol
gap between HOMO and LUMO	0.30293	Eh
SMILES string	CC[C@@H](C)Nc1nc2c(c(=O)[nH]c(=O)n2C)n1CCOc1ccccc1
multiplicity	1
charge	0

Positions of all 49 atoms, in Å:
C 1.3338 -3.0742 3.4211
C 0.7971 -1.7412 2.9162
C 0.3670 -1.7878 1.4421
C -0.8513 -2.6739 1.2147
N 0.0705 -0.4459 0.9796
C 0.9854 0.3159 0.3702
N 2.2309 -0.0770 0.1098
C 2.8056 0.9763 -0.5066
C 1.9171 2.0330 -0.6311
C 2.2741 3.2667 -1.2325
O 1.5935 4.2660 -1.3941
N 3.6052 3.2199 -1.6615
C 4.5310 2.2003 -1.5660
O 5.6587 2.3275 -1.9903
N 4.0870 1.0436 -0.9620
C 4.9748 -0.0861 -0.8062
N 0.7342 1.5882 -0.0459
C -0.4567 2.3852 0.0829
C -1.6028 1.9019 -0.8096
O -2.2773 0.8550 -0.1377
C -3.3402 0.2489 -0.7527
C -3.8099 0.5677 -2.0199
C -4.8944 -0.1200 -2.5411
C -5.5148 -1.1197 -1.8162
C -5.0467 -1.4344 -0.5501
C -3.9689 -0.7566 -0.0194
H 0.5558 -3.8328 3.4325
H 1.7138 -2.9647 4.4339
H 2.1460 -3.4187 2.7857
H -0.0503 -1.4262 3.5297
H 1.5788 -0.9846 3.0062
H 1.2124 -2.1427 0.8436
H -0.6063 -3.7134 1.4086
H -1.1937 -2.5886 0.1861
H -1.6622 -2.3800 1.8783
H -0.8780 -0.1056 1.0323
H 3.9540 4.0619 -2.1052
H 5.0485 -0.3503 0.2483
H 4.5843 -0.9417 -1.3572
H 5.9490 0.2016 -1.1964
H -0.1801 3.4000 -0.2123
H -0.7961 2.3870 1.1243
H -2.2945 2.7333 -0.9930
H -1.2014 1.5518 -1.7691
H -3.3466 1.3443 -2.6074
H -5.2527 0.1357 -3.5271
H -6.3583 -1.6490 -2.2314
H -5.5250 -2.2107 0.0279
H -3.6003 -0.9860 0.9681

Results of the natural (NBO) charge analysis, in e, for atoms 1 through 2: atom 1 (C): -0.610, atom 2 (C): -0.396

=====

ii.
Formula: C18H23N5O3
Source: OMol25
Level of theory: ωB97M-V/def2-TZVPD

## Properties
lowest unoccupied orbital energy	0.4	eV
M	357.41	g/mol
gap between HOMO and LUMO	0.30752	Eh
SMILES string	Cn1c(=O)[nH]c(=O)c2c1nc(NCCCO)n2CCCc1ccccc1
multiplicity	1
charge	0

Positions of all 49 atoms, in Å:
C 3.8959 -0.9996 -2.5014
N 3.1135 -0.0572 -1.7321
C 3.5781 1.2236 -1.5155
O 4.6267 1.6254 -1.9661
N 2.7647 2.0324 -0.7456
C 1.5405 1.7562 -0.1268
O 0.9717 2.5928 0.5475
C 1.1449 0.4207 -0.4241
C 1.9201 -0.4277 -1.1960
N 1.3339 -1.6408 -1.3170
C 0.2037 -1.5467 -0.6187
N -0.7142 -2.5367 -0.5358
C -0.3917 -3.8735 -0.9871
C 0.2976 -4.7469 0.0677
C 1.6528 -4.1885 0.5298
O 2.5681 -4.0160 -0.5129
N 0.0379 -0.3303 -0.0463
C -1.0881 0.1761 0.6941
C -2.2537 0.5361 -0.2296
C -3.3891 1.2065 0.5514
C -2.9278 2.5031 1.1595
C -2.7280 3.6173 0.3547
C -2.2553 4.7996 0.8925
C -1.9779 4.8844 2.2459
C -2.1808 3.7830 3.0576
C -2.6514 2.5998 2.5161
H 4.7830 -0.4785 -2.8557
H 3.3085 -1.3627 -3.3443
H 4.1816 -1.8460 -1.8760
H 3.1300 2.9658 -0.5934
H -1.3732 -2.4700 0.2258
H 0.2539 -3.7676 -1.8598
H -1.3259 -4.3507 -1.2958
H 0.4573 -5.7324 -0.3709
H -0.3486 -4.8594 0.9413
H 2.1083 -4.9003 1.2242
H 1.4962 -3.2421 1.0706
H 2.2730 -3.2500 -1.0425
H -0.7492 1.0761 1.2128
H -1.4004 -0.5658 1.4379
H -1.8858 1.2255 -0.9917
H -2.6230 -0.3613 -0.7323
H -4.2190 1.3949 -0.1332
H -3.7415 0.5310 1.3342
H -2.9439 3.5560 -0.7028
H -2.0992 5.6563 0.2537
H -1.6031 5.8057 2.6659
H -1.9663 3.8418 4.1147
H -2.8049 1.7409 3.1554

Results of the natural (NBO) charge analysis, in e, for atoms 1 through 2: atom 1 (C): -0.419, atom 2 (N): -0.433

=====

ii takes first place; second place is 4.4 kcal/mol up.

=====

i.
Formula: C5H11N3O
Source: OMol25
Level of theory: ωB97M-V/def2-TZVPD

## Properties
lowest unoccupied orbital energy (alpha / beta)	0.7 / 0.7	eV
M	129.16	g/mol
gap between HOMO and LUMO (alpha / beta)	0.27829 / 0.27827	Eh
multiplicity	1
charge	0

Positions of all 20 atoms, in Å:
C 1.9634 1.1227 1.2555
C 0.5325 0.5000 -1.8104
N 1.3871 -0.1588 0.9548
C -0.1097 0.0592 -0.5818
C -0.9491 -0.3108 0.2559
N -1.3764 -0.7469 1.4543
C -2.4124 -0.5456 -1.2172
O 2.4130 -0.9223 0.2946
N -3.5691 -0.6800 -0.7759
H 2.3104 -1.8108 0.6560
H -0.6683 -1.2748 1.9528
H -2.1072 -0.2148 1.9079
H -3.6193 -0.5715 0.2445
H -2.2823 -0.6530 -2.3029
H 1.1923 1.7203 1.7460
H 2.8019 1.0198 1.9602
H 2.3352 1.6543 0.3651
H 0.4110 1.5720 -1.9756
H 1.6020 0.2835 -1.7095
H 0.1451 -0.0425 -2.6744

Results of the natural (NBO) charge analysis, in e, for atoms 1 through 2: atom 1 (C): -0.449, atom 2 (C): -0.703

=====

ii.
Formula: C5H11N3O
Source: OMol25
Level of theory: ωB97M-V/def2-TZVPD

## Properties
lowest unoccupied orbital energy	0.3	eV
M	129.16	g/mol
gap between HOMO and LUMO	0.31546	Eh
multiplicity	1
charge	0

Positions of all 20 atoms, in Å:
C -1.5106 0.7452 -2.1756
C 0.2680 0.0953 -0.7587
C 1.7211 -0.1240 -0.5168
C -1.3251 0.9109 0.8596
C -0.4186 -1.2116 1.2085
H -1.9595 0.2958 -1.3185
H -1.7638 1.5563 -2.5308
H -1.3953 0.0438 -3.2559
H 2.4397 -0.3515 -1.5406
H 4.0962 -0.4832 1.6403
H -0.6033 1.4028 1.5822
H -2.2331 0.3635 1.5611
H -1.6006 1.7376 0.3827
H -0.1088 -2.4088 1.1592
H -1.1640 -1.5258 1.8007
H 0.4670 -0.8391 2.1534
N -0.0353 0.5571 -1.8194
N 2.2292 -0.1706 0.6716
N -0.5945 -0.1923 0.3458
O 3.4911 -0.4013 0.5511

Results of the natural (NBO) charge analysis, in e, for atoms 1 through 2: atom 1 (C): -0.396, atom 2 (C): 0.369

=====

i takes first place; second place is 34.6 kcal/mol up.

=====

i.
Formula: C5H11N3O
Source: OMol25
Level of theory: ωB97M-V/def2-TZVPD

## Properties
lowest unoccupied orbital energy	0.7	eV
M	129.16	g/mol
gap between HOMO and LUMO	0.33121	Eh
SMILES string	CN(NN)[C@@]1(C)CC1=O
multiplicity	1
charge	0

Positions of all 20 atoms, in Å:
C 1.3528 -1.2232 -0.6744
N 0.0005 -0.9640 -0.2273
N -0.8562 -0.4369 -1.3436
N -0.5934 0.4536 -2.3912
C -0.1420 -0.0029 0.8215
C -0.4485 -0.5538 2.1901
C 0.4381 1.4121 0.6443
C -0.9760 1.1780 0.2822
O -2.0411 1.7453 0.2970
H 1.9218 -0.3348 -0.9806
H 1.8902 -1.6955 0.1472
H 1.2927 -1.9073 -1.5195
H -1.8373 -0.6592 -1.2196
H -0.3652 1.3883 -2.0545
H 0.1613 0.1103 -2.9762
H -0.8732 0.2282 2.8192
H -1.1725 -1.3627 2.1076
H 0.4525 -0.9506 2.6596
H 0.6168 1.9844 1.5444
H 1.1787 1.5907 -0.1261

Results of the natural (NBO) charge analysis, in e, for atoms 1 through 2: atom 1 (C): -0.427, atom 2 (N): -0.258

=====

ii.
Formula: C5H11N3O
Source: OMol25
Level of theory: ωB97M-V/def2-TZVPD

## Properties
lowest unoccupied orbital energy	0.4	eV
M	129.16	g/mol
gap between HOMO and LUMO	0.31972	Eh
multiplicity	1
charge	0

Positions of all 20 atoms, in Å:
C -2.1416 -1.5727 -0.1313
C 0.1213 -0.6357 -0.0630
C 1.5217 -1.0895 -0.0701
C 0.7021 1.6961 -0.6087
C -1.3507 1.1020 0.7465
H -2.3736 -0.9609 -0.9421
H -2.7056 -2.4755 -0.5306
H -2.5145 -1.5171 0.9268
H 1.7155 -2.0556 -0.3720
H 4.4541 -0.2214 0.7264
H 1.3306 2.4931 0.0357
H -0.0277 2.4907 -1.4097
H 1.0041 1.0621 -1.1518
H -1.9946 1.3819 -0.0419
H -1.4135 2.3598 0.8695
H -1.7422 0.0717 1.6400
N -0.7285 -1.7405 -0.0962
N 2.4621 -0.2176 0.2954
N -0.0864 0.6962 0.0458
O 3.7676 -0.8670 0.1313

Results of the natural (NBO) charge analysis, in e, for atoms 1 through 2: atom 1 (C): -0.456, atom 2 (C): 0.370

=====

iii.
Formula: C5H11N3O
Source: OMol25
Level of theory: ωB97M-V/def2-TZVPD

## Properties
lowest unoccupied orbital energy (alpha / beta)	0.1 / 0.1	eV
M	129.16	g/mol
gap between HOMO and LUMO (alpha / beta)	0.31936 / 0.31934	Eh
multiplicity	1
charge	0

Positions of all 20 atoms, in Å:
C -0.2187 0.6488 0.3536
C -1.6765 1.0330 0.4006
C 0.3875 0.3322 1.6953
C 0.6164 1.2897 -0.6235
C -0.5053 -1.4125 -0.3373
O 1.9969 -1.4194 -1.2490
N 0.9131 -0.9448 -2.0999
N -0.2024 -1.2942 -1.5828
N -1.0560 -2.0971 0.5337
H 2.7666 -1.3800 -1.8309
H -1.1468 -3.0908 0.3340
H -2.2615 0.2686 0.9119
H -2.0837 1.1861 -0.5981
H -1.7881 1.9685 0.9598
H -0.1682 -0.4648 2.1894
H 0.3478 1.2247 2.3290
H 1.4272 0.0243 1.5978
H 0.7717 0.5370 -1.5720
H 0.2122 2.2044 -1.0548
H 1.6679 1.3863 -0.3566

Results of the natural (NBO) charge analysis, in e, for atoms 1 through 2: atom 1 (C): 0.152, atom 2 (C): -0.664

=====

i takes first place; second place is 3.8 kcal/mol up.